Computed, not measured: a structure of composition Ba3ClO4, with the ωB97M-V functional and the def2-TZVPD basis.

Output
E ... -835.315868 Eh
Orbital gap ... 5.368 eV
Total charge ... +5
Relative energy (zero: lowest compared OMol25 entry of this formula, charge and spin) ... 21.6 kcal per mole
HOMO level ... -19.616 eV

Last column: Mulliken charge in e.
Atoms and positions in Å:
Ba (-1.3585, -4.9187, 3.3920)  1.999
Ba (-0.1620, -0.8493, -5.4490)  1.998
Ba (-2.1246, 5.3006, 0.0425)  1.996
Cl (0.7082, 0.0814, 0.4591)  1.530
O (0.4369, -0.3154, -0.8756)  -0.696
O (2.0661, 0.4445, 0.5542)  -0.563
O (-0.0184, 1.3269, 0.5688)  -0.652
O (0.4524, -1.0701, 1.3079)  -0.613